# 1
C31H24Cl2CoN6OSSi | ωB97M-V with the def2-TZVPD basis set

```
! wB97M-V def2-TZVPD RIJCOSX def2/J DEFGRID3
* xyz -2 2
Co 1.648 0.363 1.531
N -1.955 1.370 3.412
C -1.787 2.614 2.802
C -0.587 2.572 2.155
N -0.022 1.330 2.313
C -0.858 0.628 3.063
C -0.511 -0.747 3.395
N 0.633 -1.228 2.951
C 0.698 -2.529 3.384
C -0.433 -2.836 4.086
N -1.208 -1.667 4.151
H -2.824 1.008 3.760
H -2.515 3.397 2.902
H -0.099 3.336 1.581
H 1.552 -3.136 3.137
H -0.732 -3.730 4.604
H -2.212 -1.684 4.220
O 0.489 0.138 -0.096
Si -0.786 0.053 -0.985
C -0.415 -0.445 -2.775
C 0.711 0.117 -3.384
C 1.074 -0.218 -4.678
C 0.321 -1.135 -5.397
C -0.785 -1.723 -4.806
C -1.140 -1.383 -3.506
C -2.124 -1.145 -0.344
C -1.774 -1.936 0.753
C -2.676 -2.823 1.324
C -3.957 -2.942 0.806
C -4.323 -2.180 -0.296
C -3.412 -1.298 -0.860
C -1.614 1.780 -1.049
C -2.910 2.079 -0.635
C -3.384 3.385 -0.591
C -2.563 4.434 -0.968
C -1.265 4.165 -1.383
C -0.803 2.860 -1.417
H 1.348 0.781 -2.814
H 1.966 0.216 -5.115
H 0.611 -1.409 -6.405
H -1.364 -2.462 -5.349
H -1.995 -1.871 -3.055
H -0.763 -1.852 1.139
H -2.368 -3.433 2.165
H -4.664 -3.637 1.246
H -5.318 -2.277 -0.717
H -3.715 -0.716 -1.724
H -3.565 1.279 -0.312
H -4.397 3.582 -0.254
H -2.926 5.456 -0.933
H -0.606 4.978 -1.666
H 0.225 2.675 -1.698
S 4.050 2.695 4.951
C 3.328 1.880 3.689
N 2.793 1.318 2.824
Cl 4.576 -3.360 0.703
C 4.834 -1.821 -0.127
C 5.905 -1.731 -0.967
C 6.179 -0.561 -1.687
C 5.286 0.502 -1.509
C 4.215 0.405 -0.667
Cl 3.127 1.801 -0.581
C 3.871 -0.749 0.177
N 2.903 -0.877 0.997
H 6.547 -2.599 -1.075
H 7.035 -0.483 -2.343
H 5.429 1.428 -2.054
*
```

Computed properties:
HOMO-LUMO gap (alpha / beta) (eV): 3.3226 / 3.3129
LUMO level (alpha / beta) (Eh): 0.1392 / 0.1391
⟨S²⟩: 0.804



# 2
C31H24F3I2N2O3Pr | ωB97M-V with the def2-TZVPD basis set

```
! wB97M-V def2-TZVPD RIJCOSX def2/J DEFGRID3
* xyz 0 3
Pr -0.544 -0.025 -0.193
C 3.111 2.339 1.769
C 1.644 2.521 1.479
C 1.212 3.081 0.282
C -0.141 3.237 -0.003
C -0.570 3.949 -1.262
C -1.071 2.798 0.943
C -0.667 2.247 2.163
C -1.672 1.875 3.218
C 0.693 2.120 2.409
H 3.722 2.560 0.892
H 3.324 1.316 2.087
H 3.429 3.001 2.577
H 1.948 3.417 -0.444
H -0.114 4.940 -1.302
H -1.650 4.073 -1.301
H -0.271 3.405 -2.160
H -2.129 2.974 0.772
H -1.739 2.673 3.961
H -1.381 0.957 3.730
H -2.659 1.715 2.789
H 1.017 1.664 3.340
C 1.090 -3.600 -3.002
C 0.227 -3.590 -4.089
C -0.684 -2.564 -4.222
C -0.733 -1.537 -3.276
N 0.097 -1.570 -2.217
C 0.975 -2.572 -2.095
C -1.703 -0.403 -3.358
C -2.537 -0.295 -4.474
C -3.486 0.714 -4.551
C -3.611 1.610 -3.499
C -2.764 1.491 -2.404
C -1.773 0.511 -2.291
H 1.817 -4.386 -2.850
H 0.259 -4.384 -4.825
H -1.365 -2.567 -5.059
H 1.608 -2.552 -1.216
H -2.462 -0.984 -5.306
H -4.126 0.790 -5.422
H -4.363 2.391 -3.531
H -2.900 2.204 -1.593
I 1.225 -2.851 3.756
C 2.381 -2.137 2.186
C 3.691 -2.620 2.000
C 4.479 -2.136 0.995
I 6.414 -2.896 0.796
C 3.974 -1.157 0.102
C 4.706 -0.575 -0.959
C 4.117 0.338 -1.784
C 2.767 0.666 -1.577
N 2.057 0.161 -0.603
C 2.641 -0.715 0.270
C 1.825 -1.168 1.368
O 0.633 -0.661 1.544
H 4.073 -3.377 2.671
H 5.739 -0.863 -1.108
H 4.665 0.796 -2.595
H 2.254 1.345 -2.251
F -0.637 -2.717 0.454
C -1.999 -2.633 0.597
F -2.460 -3.831 0.867
F -2.419 -2.252 -0.635
C -2.399 -1.550 1.656
O -2.769 -1.937 2.730
O -2.263 -0.360 1.163
*
```

Computed properties:
HOMO-LUMO gap (alpha / beta) (eV): 7.4213 / 7.4187
LUMO level (alpha / beta) (Eh): -0.0181 / -0.0177
⟨S²⟩: 2.004



# 3
C31H24N9O3OsS3 | ωB97M-V with the def2-TZVPD basis set

```
! wB97M-V def2-TZVPD RIJCOSX def2/J DEFGRID3
* xyz 1 1
Os -0.394 -0.294 0.775
O -0.572 2.194 4.024
C -0.270 1.403 3.160
N -0.815 1.291 1.896
C -1.749 2.167 1.367
C -2.216 3.349 1.960
C -3.103 4.149 1.275
C -3.537 3.804 -0.011
C -3.120 2.635 -0.605
C -2.236 1.788 0.078
N -1.733 0.581 -0.379
C -2.224 -0.105 -1.481
O -3.163 0.208 -2.171
C -1.441 -1.364 -1.723
C -1.722 -2.159 -2.815
C -0.961 -3.297 -3.032
C 0.050 -3.598 -2.135
C 0.255 -2.767 -1.049
N -0.467 -1.666 -0.840
C 0.804 0.377 3.380
C 1.592 0.441 4.515
C 2.601 -0.494 4.677
C 2.789 -1.452 3.691
C 1.965 -1.443 2.581
N 0.985 -0.554 2.428
H -1.860 3.629 2.937
H -3.450 5.064 1.734
H -4.201 4.464 -0.550
H -3.460 2.369 -1.592
H -2.523 -1.856 -3.475
H -1.151 -3.930 -3.888
H 0.680 -4.464 -2.277
H 1.018 -2.988 -0.316
H 1.401 1.226 5.232
H 3.235 -0.468 5.552
H 3.575 -2.188 3.770
H 2.090 -2.171 1.792
C -1.391 -4.487 3.612
N -2.187 -3.302 3.302
C -3.366 -3.050 3.926
C -4.073 -1.927 3.678
C -3.518 -0.992 2.753
N -2.359 -1.252 2.157
C -1.688 -2.392 2.389
O -0.629 -2.615 1.791
N -4.138 0.152 2.472
H -2.022 -5.233 4.086
H -0.570 -4.228 4.280
H -0.974 -4.890 2.694
H -3.695 -3.798 4.633
H -5.013 -1.732 4.171
H -5.012 0.385 2.908
H -3.724 0.809 1.827
S 3.296 -1.216 -5.269
C 3.040 -0.379 -3.874
S 2.305 -1.073 -2.456
C 2.366 0.504 -1.643
N 2.904 1.398 -2.387
N 3.288 0.934 -3.606
C 3.824 1.910 -4.510
C 4.893 1.622 -5.344
C 5.406 2.631 -6.147
C 4.856 3.902 -6.121
C 3.776 4.174 -5.293
C 3.261 3.181 -4.480
S 1.878 0.822 -0.028
H 5.324 0.634 -5.364
H 6.249 2.419 -6.791
H 5.268 4.683 -6.746
H 3.328 5.159 -5.279
H 2.422 3.365 -3.824
*
```

Computed properties:
HOMO-LUMO gap (alpha / beta) (eV): 5.6596 / 4.5142
LUMO level (alpha / beta) (Eh): -0.1462 / -0.1881



# 4
C31H25AuGeNOPSe2 | ωB97M-V with the def2-TZVPD basis set

```
! wB97M-V def2-TZVPD RIJCOSX def2/J DEFGRID3
* xyz 1 2
Au 0.439 1.194 -0.869
Se 2.630 -0.098 -1.283
P 2.865 -0.367 0.888
Se 0.736 0.013 1.350
C 3.884 0.941 1.604
C 4.778 0.785 2.661
C 5.462 1.884 3.162
C 5.257 3.142 2.623
C 4.356 3.307 1.578
C 3.674 2.217 1.073
C 3.292 -2.086 1.231
C 2.462 -3.009 0.585
C 2.654 -4.366 0.760
C 3.677 -4.823 1.581
C 4.506 -3.917 2.218
C 4.321 -2.552 2.047
H 4.947 -0.167 3.129
H 6.154 1.747 3.982
H 5.793 3.995 3.016
H 4.186 4.286 1.151
H 2.983 2.367 0.253
H 1.670 -2.661 -0.066
H 2.009 -5.069 0.251
H 3.829 -5.885 1.718
H 5.311 -4.265 2.851
H 5.002 -1.886 2.545
O -1.896 4.504 -1.623
C -1.038 3.709 -1.638
N -0.110 2.941 -1.689
C -3.280 0.500 3.576
C -2.990 1.694 2.927
C -2.628 1.684 1.590
C -2.552 0.472 0.900
C -2.838 -0.726 1.557
C -3.208 -0.707 2.894
Ge -2.079 0.450 -0.954
C -3.093 1.588 -2.107
C -4.281 2.127 -1.614
C -5.080 2.910 -2.436
C -4.687 3.167 -3.740
C -3.499 2.640 -4.233
C -2.702 1.852 -3.422
C -1.614 -1.242 -1.765
C -0.858 -2.235 -1.138
C -0.630 -3.446 -1.769
C -1.147 -3.682 -3.037
C -1.904 -2.707 -3.669
C -2.137 -1.493 -3.038
H -3.565 0.511 4.620
H -3.049 2.632 3.464
H -2.404 2.618 1.086
H -2.781 -1.671 1.028
H -3.441 -1.634 3.402
H -4.588 1.940 -0.592
H -6.002 3.327 -2.052
H -5.305 3.787 -4.376
H -3.192 2.852 -5.249
H -1.770 1.458 -3.809
H -0.452 -2.068 -0.148
H -0.051 -4.213 -1.270
H -0.964 -4.628 -3.529
H -2.319 -2.890 -4.651
H -2.743 -0.749 -3.536
*
```

Computed properties:
HOMO-LUMO gap (alpha / beta) (eV): 6.9611 / 5.9596
LUMO level (alpha / beta) (Eh): -0.1544 / -0.2052
⟨S²⟩: 0.760